Entry 1:
{
  "formula": "C9H19N3O7S",
  "method": "ωB97M-V/def2-TZVPD",
  "smiles": "CCC[C@@H](C)[C@@]1(CON=O)COS(=O)(=O)O1.NC(N)=O",
  "charge": 0,
  "molar_mass_g_mol": 313.3,
  "homo_lumo_gap_ev": 10.046,
  "species": ["C", "C", "C", "C", "C", "C", "C", "O", "N", "O", "C", "O", "S", "O", "O", "O", "H", "H", "H", "H", "H", "H", "H", "H", "H", "H", "H", "H", "H", "H", "H", "N", "C", "N", "O", "H", "H", "H", "H"],
  "xyz": [[1.14768, -2.39618, 1.68725], [1.59390, -1.09062, 0.90884], [0.54784, -0.68192, -0.19936], [-0.46137, 0.43697, 0.24778], [-0.49595, 1.51250, -0.90226], [-1.88079, -0.07818, 0.64956], [-2.64208, -0.99417, -0.36879], [-3.47942, -1.96492, 0.30931], [-4.75673, -1.43766, 0.47244], [-5.51573, -2.03741, -0.20247], [-1.91495, -0.52836, 2.16011], [-1.90661, 0.65471, 3.01693], [-2.61858, 1.89751, 2.16646], [-3.91175, 2.13539, 2.83231], [-1.61656, 2.98852, 2.23643], [-2.70919, 1.14466, 0.69447], [0.06378, -2.60592, 1.52627], [1.70948, -3.29212, 1.35755], [1.30060, -2.21796, 2.77540], [2.51650, -1.37680, 0.35799], [1.77092, -0.22936, 1.58214], [1.15259, -0.26394, -1.04571], [0.07826, -1.61816, -0.56881], [-0.02472, 0.94785, 1.13060], [-1.06566, 2.41977, -0.62832], [-0.78832, 1.06439, -1.87357], [0.56505, 1.83954, -1.01676], [-1.93920, -1.60082, -0.97248], [-3.23343, -0.39607, -1.09129], [-2.83962, -1.04004, 2.50140], [-0.97969, -1.03440, 2.45932], [3.18790, 1.68430, -3.43167], [3.77306, 1.09006, -2.35476], [5.11532, 0.89093, -2.46327], [3.13881, 0.75949, -1.36204], [3.68694, 1.96332, -4.25433], [2.19884, 1.84637, -3.38442], [5.57783, 0.45546, -1.68681], [5.65504, 1.15325, -3.26544]],
  "forces_ev_per_a": [[-0.197, 0.874, 0.280], [-0.633, -1.162, -0.848], [0.963, 0.170, 0.243], [0.304, -0.345, -1.082], [0.748, -0.071, 0.568], [0.020, 0.947, 0.502], [0.804, -0.163, 0.513], [1.305, -0.067, -0.796], [-1.727, -0.262, -1.000], [0.419, 0.587, 1.054], [0.050, -0.206, 0.834], [-0.564, 0.966, -2.591], [0.905, 1.264, 3.225], [2.300, -0.615, -2.505], [-2.444, -2.402, -1.177], [-0.585, 1.090, 2.146], [0.755, 0.070, 0.140], [-0.261, 0.559, 0.268], [-0.067, -0.512, -0.629], [-0.369, 0.650, 0.572], [0.113, -0.578, -0.368], [-0.684, -0.381, 0.729], [0.038, 0.600, 0.188], [-0.414, -0.297, -0.334], [0.033, -0.663, -0.348], [-0.163, 0.334, 0.528], [-0.704, -0.241, 0.015], [-0.339, 0.340, 0.540], [0.293, -0.151, 0.614], [0.765, -0.234, -0.862], [-0.723, -0.159, -0.386], [-0.246, 0.078, -0.125], [-0.105, -0.047, 0.204], [0.236, -0.111, 0.110], [0.163, 0.096, -0.221], [0.028, -0.006, 0.018], [0.026, 0.012, 0.001], [-0.015, 0.018, -0.010], [-0.030, 0.017, -0.013]]
}

Entry 2:
{
  "formula": "C9H19N3S",
  "method": "ωB97M-V/def2-TZVPD",
  "s_squared": 2.01,
  "charge": 2,
  "molar_mass_g_mol": 201.3,
  "multiplicity": 3,
  "homo_lumo_gap_ev": [5.801, 6.934],
  "species": ["C", "C", "C", "C", "C", "C", "C", "C", "C", "N", "N", "N", "S", "H", "H", "H", "H", "H", "H", "H", "H", "H", "H", "H", "H", "H", "H", "H", "H", "H", "H", "H"],
  "xyz": [[-2.23054, 0.73472, -1.38510], [0.14624, 1.42470, -1.62885], [-2.15677, -0.22002, 0.98130], [1.95258, 1.64773, 0.83058], [0.96863, -1.49683, 0.25824], [1.45932, -1.57986, -2.17081], [-2.61279, -0.38464, 3.65773], [2.18153, 0.85126, -0.51210], [0.56197, -0.92948, -1.09258], [-2.11135, 0.06127, -0.29984], [-1.19230, 1.22810, -2.05245], [0.85267, 0.51035, -1.05902], [-2.55698, 0.79519, 2.31325], [-3.23808, 0.69787, -1.69146], [0.54535, 2.50552, -1.94819], [-1.97557, -1.16555, 1.25531], [2.85982, 2.08213, 1.17983], [1.53164, 2.59585, 0.75153], [1.56019, 1.13907, 1.71562], [0.44673, -1.12178, 1.02801], [0.72452, -2.50248, 0.25022], [2.01970, -1.45822, 0.54347], [2.46683, -1.44391, -1.87122], [1.07975, -1.17245, -3.14800], [1.32529, -2.67479, -1.91672], [-2.66737, 0.11381, 4.56935], [-1.78455, -1.23698, 3.50794], [-3.71756, -0.89194, 3.65268], [2.77892, 0.01698, -0.31541], [2.74479, 1.47168, -1.25659], [-0.50660, -1.20484, -1.18098], [-1.45601, 1.60757, -2.96575]],
  "forces_ev_per_a": [[-0.120, -2.085, 3.459], [-0.217, 1.552, -1.189], [-0.292, 1.190, -0.084], [1.281, -1.056, -0.186], [1.833, -0.323, -1.701], [-2.514, -0.571, 0.632], [-1.230, -3.503, -2.470], [-0.348, 3.583, 0.916], [0.585, -1.367, 1.230], [0.708, 1.505, -0.896], [1.154, 0.499, -1.661], [-0.471, 0.879, -1.161], [-0.705, 0.724, 0.819], [-1.089, 1.134, -1.508], [-0.528, -2.627, 1.130], [0.822, -3.410, 0.894], [1.637, -0.546, 0.207], [-2.005, 1.389, -0.895], [-0.214, -0.407, -0.603], [-1.983, 1.753, 2.770], [-0.434, -2.213, -0.144], [-0.011, 0.052, -0.388], [1.157, 0.672, -0.523], [1.116, -1.082, 0.575], [-0.203, 0.983, -1.324], [0.667, 1.080, 1.584], [-1.862, 2.014, 0.571], [2.422, 0.819, -0.484], [0.415, -1.302, -0.022], [-0.680, -0.348, 0.634], [0.662, 0.784, -0.542], [0.444, 0.227, 0.359]]
}

Entry 3:
{
  "formula": "C9H19NO",
  "method": "ωB97M-V/def2-TZVPD",
  "relative_energy_ev": 5.9556,
  "charge": 0,
  "molar_mass_g_mol": 157.3,
  "homo_lumo_gap_ev": [7.644, 7.156],
  "species": ["C", "C", "C", "C", "C", "C", "C", "C", "C", "N", "O", "H", "H", "H", "H", "H", "H", "H", "H", "H", "H", "H", "H", "H", "H", "H", "H", "H", "H", "H"],
  "xyz": [[1.90901, 0.78815, -0.06685], [1.86942, 2.20084, -0.54469], [-2.42600, 1.19319, 1.31984], [0.13745, -1.04217, -1.98398], [-1.17558, -2.30260, -0.12588], [2.64216, -1.06956, 1.23256], [-1.03406, 0.56139, 1.23013], [-1.03297, -0.94796, -0.96505], [-0.74355, 0.29978, -0.26687], [2.56591, 0.29577, 0.86164], [-1.05375, 1.37104, -1.06272], [2.83715, 2.61685, -0.72757], [1.22620, 2.72078, 0.17085], [1.29680, 2.28929, -1.42925], [-2.79295, 1.59680, 0.39756], [-2.39298, 2.02597, 2.15085], [-3.20119, 0.46877, 1.62085], [0.43690, -0.01853, -2.26651], [-0.24032, -1.34218, -3.01864], [0.98337, -1.69036, -1.61397], [-2.05473, -2.26135, 0.57147], [-0.24783, -2.60491, 0.37530], [-1.41002, -3.12231, -0.87739], [2.42796, -1.28105, 2.32417], [3.65441, -1.31805, 1.06687], [1.96281, -1.54388, 0.57142], [-0.87933, -0.38360, 1.67678], [-0.16447, 1.19003, 1.54356], [-1.83234, -0.74805, -1.63953], [-1.26749, 2.05789, -0.52496]],
  "forces_ev_per_a": [[-0.408, -0.633, 0.760], [-0.795, -0.698, 0.782], [-0.104, 0.855, 3.329], [-0.068, -0.518, -1.976], [-1.190, 0.515, -1.578], [-0.733, 0.293, 1.370], [1.146, 0.785, -2.714], [2.062, -1.899, -0.032], [0.107, 0.724, 2.197], [0.126, 2.258, -0.381], [1.134, -2.852, -2.715], [0.633, 0.435, 0.383], [0.599, 0.444, 0.275], [-0.472, -0.208, -1.229], [-0.013, 0.446, -0.380], [-0.417, -1.454, -1.664], [0.407, 0.171, 0.057], [0.444, -0.482, 0.668], [0.452, -0.650, 1.320], [-0.790, 0.878, -0.576], [0.966, -0.021, -0.422], [-0.257, 0.372, 0.048], [0.282, 0.934, 0.867], [0.002, 0.496, -1.218], [1.079, -0.927, -0.233], [-0.585, -1.478, -0.351], [-0.286, -0.894, 1.009], [-1.064, -0.075, 0.229], [-1.466, -0.198, -0.042], [-0.792, 3.379, 2.219]]
}

Entry 4:
{
  "formula": "C9H19NO3",
  "method": "ωB97M-V/def2-TZVPD",
  "relative_energy_ev": 0.4769,
  "charge": 0,
  "molar_mass_g_mol": 189.3,
  "homo_lumo_gap_ev": 7.840,
  "species": ["C", "C", "C", "C", "C", "C", "C", "C", "N", "H", "H", "H", "H", "H", "H", "H", "H", "H", "H", "H", "H", "H", "H", "H", "H", "H", "H", "C", "O", "O", "O", "H"],
  "xyz": [[-1.39279, -2.35970, 1.81279], [-1.66076, -0.98772, 1.17721], [-1.90682, -1.05566, -0.32835], [-0.68388, -1.40425, -1.19971], [0.63797, -0.65319, -0.88572], [1.67467, -1.45483, -0.07624], [1.90009, -0.53002, 1.15922], [1.65233, 0.87935, 0.64059], [0.55162, 0.73632, -0.37795], [-0.85695, -2.20260, 2.74824], [-0.79771, -3.01452, 1.18274], [-2.32781, -2.83005, 2.09825], [-0.88067, -0.29131, 1.47723], [-2.57785, -0.60919, 1.62595], [-2.33739, -0.12991, -0.70697], [-2.62730, -1.85805, -0.47820], [-0.45521, -2.46382, -1.16244], [-0.93860, -1.18440, -2.23357], [1.06839, -0.53069, -1.87709], [1.26685, -2.38468, 0.29414], [2.55467, -1.60352, -0.68699], [2.88593, -0.66738, 1.59199], [1.19103, -0.86287, 1.91326], [1.32366, 1.48523, 1.47541], [2.59279, 1.18054, 0.20157], [-0.31120, 1.03884, 0.07489], [0.71643, 1.48351, -1.07960], [0.23585, 4.28437, -1.94072], [-0.10312, 5.12813, -2.77630], [-0.45768, 4.36843, -0.71632], [1.08334, 3.37143, -2.00999], [-1.01986, 5.12223, -0.93732]],
  "forces_ev_per_a": [[0.160, 0.654, 0.381], [-0.509, -0.410, 0.067], [0.667, -0.278, -0.028], [-0.156, 0.845, 0.471], [-0.229, -1.401, -2.118], [-0.580, 1.495, 1.184], [0.031, -1.124, -0.603], [0.256, -1.147, 1.230], [0.776, 1.194, 0.900], [0.143, -0.177, 0.068], [-0.032, -0.146, -0.065], [-0.089, -0.298, -0.267], [0.121, 0.092, -0.134], [-0.002, 0.210, 0.105], [-0.161, 0.088, 0.094], [-0.300, 0.138, -0.187], [0.050, -0.151, 0.086], [-0.147, -0.057, -0.083], [0.179, 0.178, -0.019], [0.056, -0.358, -0.313], [0.244, -0.154, 0.116], [0.152, 0.259, -0.008], [-0.155, 0.327, 0.161], [0.112, 0.694, -0.337], [-0.271, 0.777, -0.432], [-0.225, -0.498, -0.172], [0.000, 0.412, -0.578], [-0.077, 0.241, -0.482], [0.130, -0.126, 0.100], [-0.034, -0.099, -0.039], [0.109, -1.207, 0.505], [-0.220, 0.028, 0.399]]
}

Entry 5:
{
  "formula": "C9H19NO7P2",
  "method": "ωB97M-V/def2-TZVPD",
  "smiles": "COC[C@@]1(O)CC(=O)N[C@@]1(C[C@H](C)O)PP(=O)(O)O",
  "charge": 0,
  "molar_mass_g_mol": 315.2,
  "homo_lumo_gap_ev": 9.393,
  "species": ["C", "O", "C", "C", "O", "C", "C", "O", "N", "C", "C", "C", "C", "O", "P", "P", "O", "O", "O", "H", "H", "H", "H", "H", "H", "H", "H", "H", "H", "H", "H", "H", "H", "H", "H", "H", "H", "H"],
  "xyz": [[4.09148, -0.56234, -0.48861], [3.30287, 0.48687, -0.99743], [1.92391, 0.19513, -1.06056], [1.14632, 0.96778, 0.00670], [1.94054, 0.96400, 1.20311], [0.94620, 2.44240, -0.28343], [-0.08907, 2.83629, 0.75990], [-0.35063, 3.94180, 1.12507], [-0.69672, 1.65572, 1.27252], [-0.30768, 0.52608, 0.34337], [-0.50101, -0.76626, 1.14109], [-0.04698, -2.13769, 0.59527], [-0.39198, -2.44163, -0.84801], [-0.65250, -3.14338, 1.42470], [-1.49911, 0.66827, -1.12047], [-3.48527, 0.90245, -0.21457], [-3.67428, 2.08574, 0.61744], [-4.41356, 0.86567, -1.51701], [-3.84741, -0.49057, 0.49540], [3.81670, -0.80139, 0.54322], [5.12802, -0.23893, -0.50353], [3.98963, -1.46942, -1.09322], [1.76926, -0.87735, -0.95881], [1.59858, 0.49456, -2.06049], [1.58355, 0.34779, 1.84906], [0.58965, 2.65614, -1.29115], [1.86255, 3.01946, -0.18575], [-0.39459, 1.51074, 2.22882], [0.03669, -0.61922, 2.08164], [-1.54344, -0.87259, 1.43730], [1.01690, -2.27076, 0.78716], [-0.00488, -3.42894, -1.09774], [-1.47533, -2.47017, -0.99264], [0.00000, -1.73271, -1.56745], [-1.54207, -3.30054, 1.08927], [-1.35959, 1.98787, -1.55728], [-5.17648, 0.29141, -1.36913], [-3.29026, -1.22230, 0.20625]],
  "forces_ev_per_a": [[-0.100, -0.096, 0.254], [-0.058, 0.176, -0.227], [0.170, 0.102, -0.217], [0.573, -0.174, -0.177], [-0.154, -0.220, 0.024], [0.126, 0.318, -0.341], [0.031, -0.102, 0.068], [0.065, 0.235, 0.204], [0.209, -0.259, -0.667], [-0.590, 1.425, 1.173], [0.415, -0.270, -0.342], [-0.471, -0.089, 0.272], [0.147, -0.231, -0.086], [0.202, 0.170, -0.028], [0.277, -1.445, -0.827], [0.208, 1.156, 0.243], [-0.222, -0.317, 0.084], [0.049, -0.211, -0.131], [0.166, -0.238, 0.242], [0.010, 0.021, 0.037], [0.031, 0.063, -0.053], [0.014, -0.010, -0.083], [-0.014, -0.122, 0.062], [-0.269, -0.074, 0.002], [0.077, -0.116, -0.051], [-0.079, -0.142, -0.037], [0.029, -0.040, 0.300], [-0.334, -0.002, 0.158], [-0.159, -0.140, 0.198], [-0.104, 0.208, 0.005], [0.130, 0.094, -0.229], [-0.009, -0.055, 0.007], [-0.089, 0.063, 0.015], [0.014, 0.104, -0.023], [0.016, -0.071, 0.088], [-0.129, 0.277, 0.351], [-0.044, 0.068, -0.170], [-0.133, -0.057, -0.096]]
}

Entry 6:
{
  "formula": "C9H20B3O14PS2",
  "method": "ωB97M-V/def2-TZVPD",
  "smiles": "CP(O)B1OBOB(CCCC(=O)O)O1.O=S1(=O)OCCO1.O=S1(=O)OCCO1",
  "relative_energy_ev": 2.4739,
  "charge": 0,
  "molar_mass_g_mol": 479.8,
  "homo_lumo_gap_ev": 8.240,
  "species": ["C", "P", "O", "B", "O", "B", "O", "B", "C", "C", "C", "C", "O", "O", "O", "H", "H", "H", "H", "H", "H", "H", "H", "H", "H", "H", "H", "O", "S", "O", "O", "C", "C", "O", "H", "H", "H", "H", "O", "S", "O", "O", "C", "C", "O", "H", "H", "H", "H"],
  "xyz": [[0.43825, 1.97245, -0.94234], [-0.29673, 2.76912, 0.64780], [-1.16545, 4.22001, 0.21984], [-1.52428, 1.42395, 1.28005], [-0.90748, 0.17577, 1.72671], [-1.45454, -0.80294, 0.78380], [-2.90002, -0.97786, 0.85504], [-3.42900, 0.35966, 0.58131], [-4.56595, 0.59235, -0.58678], [-5.19958, 2.04273, -0.31130], [-6.57136, 2.33924, -1.09882], [-6.74093, 3.95205, -1.10469], [-6.67105, 4.64039, -2.15467], [-6.94325, 4.56205, 0.16119], [-2.96343, 1.54766, 1.30590], [-0.39999, 1.81330, -1.72270], [0.73197, 0.90639, -0.61291], [1.32772, 2.55349, -1.34816], [-0.53403, 4.86104, -0.19163], [-0.79815, -1.38954, -0.00120], [-4.12257, 0.56866, -1.63727], [-5.32575, -0.25795, -0.44768], [-5.44235, 2.13443, 0.81394], [-4.44648, 2.83895, -0.62501], [-7.42692, 1.95907, -0.42100], [-6.63178, 1.89630, -2.14483], [-6.29445, 4.23975, 0.82866], [1.92538, 0.37746, 1.10776], [3.11929, -0.34824, 1.42430], [4.06645, -0.75687, 0.42989], [2.70524, -1.64276, 2.30867], [3.37882, -1.59842, 3.56759], [3.59773, -0.12113, 3.85348], [3.91241, 0.45783, 2.58637], [4.33097, -2.12605, 3.46344], [2.77863, -2.08325, 4.33806], [4.40471, 0.04955, 4.56582], [2.68191, 0.34991, 4.22221], [4.64078, -6.43220, -1.92054], [5.45463, -5.35639, -2.40326], [6.77062, -5.55472, -2.92972], [5.52281, -4.21702, -1.25042], [5.02203, -2.98263, -1.76742], [4.01834, -3.37337, -2.84057], [4.59126, -4.51049, -3.48689], [5.86120, -2.42718, -2.19574], [4.56598, -2.39284, -0.97150], [3.84209, -2.57127, -3.55718], [3.06625, -3.68044, -2.39757]],
  "forces_ev_per_a": [[-1.381, -1.106, -0.224], [0.960, 1.205, -0.284], [0.977, -1.246, -0.542], [-0.928, -0.662, 0.726], [-1.704, 0.457, -3.195], [-1.523, 0.746, 2.715], [1.901, 2.965, -1.362], [-0.672, -0.064, 0.290], [-0.090, 0.433, 1.217], [-0.547, -0.227, -0.350], [-0.353, 1.041, 1.476], [0.667, 0.838, -2.828], [-0.600, -2.564, 4.373], [0.843, -0.764, -1.408], [1.858, -2.624, -1.556], [1.492, 0.569, 0.930], [-0.175, 1.891, -0.537], [-1.274, -0.800, 0.614], [-0.674, -0.864, 0.658], [0.145, -0.181, 0.087], [-0.570, -0.199, 1.360], [0.914, 1.255, -0.514], [0.608, 0.003, -1.742], [-0.818, -1.091, 0.664], [1.204, 0.358, -1.368], [0.163, 0.852, 1.404], [-0.688, -0.078, -0.759], [1.176, -0.803, -0.014], [-0.114, 0.118, 0.617], [-0.735, 0.503, 0.451], [-0.032, 0.847, -0.443], [0.592, -0.112, 0.380], [-0.560, -0.065, 0.476], [-0.045, -0.674, -0.802], [-0.046, 0.031, 0.049], [-0.120, 0.039, -0.265], [0.066, 0.077, -0.293], [0.056, -0.060, 0.032], [0.820, 0.609, -0.297], [-0.076, 0.084, 0.044], [-1.001, -0.120, 0.299], [-0.353, -0.716, -0.526], [0.033, 0.621, -0.290], [-0.407, 0.129, 0.476], [0.754, -0.225, 0.375], [-0.071, 0.001, -0.004], [0.143, -0.286, -0.013], [0.157, -0.228, -0.101], [0.031, 0.089, 0.002]]
}